(1)
Computed, not measured: a single C16H15FOS2 molecule, with ωB97M-V with the def2-TZVPD basis set.

Values from the calculation:
F_max	0.0814	Eh/bohr
SMILES string	O=C1C(=C2SCCCS2)CC/C1=C\c1ccc(F)cc1
energy relative to the best compared isomer or geometry (same formula, charge and spin)	25.5	kcal per mole
HOMO-LUMO gap	7.41	eV
HOMO level	-0.3035	Ha
E	-1590.1198	a.u.
multiplicity	1

Each line ends with the Mulliken charge.
CARTESIAN COORDINATES (ANGSTROEM)
O  -1.42  1.49  -0.38  -0.611
F  6.58  2.55  1.97  -0.314
S  -3.46  -0.13  -1.94  -0.149
S  -2.62  -3.01  -1.47  -0.171
C  -0.66  0.54  -0.63  0.281
C  -2.22  -1.28  -1.43  0.078
C  -1.02  -0.83  -0.92  0.216
C  1.38  1.73  -0.09  -0.738
C  0.68  0.55  -0.13  0.508
C  4.84  3.15  0.46  -0.517
C  4.51  1.37  2.04  -0.471
C  3.56  2.93  -0.06  -0.572
C  3.20  1.17  1.58  -0.464
C  5.31  2.36  1.48  0.304
C  2.73  1.94  0.45  0.763
C  -4.69  -0.49  -0.69  -0.633
C  -4.05  -2.89  -0.27  -0.687
C  0.14  -1.76  -0.63  -1.154
C  1.12  -0.88  0.20  -0.563
C  -5.13  -1.97  -0.83  -0.686
H  0.92  2.60  -0.54  0.405
H  5.46  3.91  0.09  0.452
H  4.91  0.82  2.92  0.367
H  3.19  3.55  -0.85  0.446
H  2.62  0.39  2.09  0.289
H  -4.35  -0.30  0.33  0.365
H  -5.56  0.16  -0.82  0.378
H  -4.44  -3.90  -0.13  0.382
H  -3.75  -2.56  0.70  0.399
H  0.60  -2.10  -1.55  0.336
H  -0.16  -2.64  -0.04  0.412
H  2.19  -1.10  -0.06  0.358
H  0.95  -1.03  1.28  0.275
H  -5.29  -2.20  -1.87  0.326
H  -6.06  -2.14  -0.28  0.390

=====

(2)
Computed, not measured: C14H7HgN3O6 as an isolated structure, with ωB97M-V with the def2-TZVPD basis set.

Values from the calculation:
F_max	0.0242	Eh/bohr
HOMO-LUMO gap (spin up / spin down)	6.76 / 7.39	eV
HOMO level (spin up / spin down)	-0.1826 / -0.2232	Ha
charge	-1
E	-1306.7063	a.u.
multiplicity	2

Each line ends with the Löwdin spin population.
CARTESIAN COORDINATES (ANGSTROEM)
Hg  3.15  2.92  0.63  0.516
O  -1.53  3.75  1.34  0.000
C  -0.64  3.19  0.67  0.002
O  0.56  3.50  0.49  0.043
C  -1.07  1.88  -0.03  0.001
C  -2.26  1.26  0.31  0.000
C  -2.61  0.07  -0.30  0.000
C  -1.81  -0.54  -1.24  0.000
C  -0.64  0.11  -1.59  0.000
C  -0.26  1.30  -1.00  0.000
N  0.22  -0.50  -2.61  0.000
O  1.05  0.20  -3.15  0.000
O  0.06  -1.68  -2.87  0.000
N  -3.90  -0.57  0.04  0.000
O  -4.18  -1.62  -0.52  0.000
O  -4.61  -0.03  0.86  0.000
H  -2.91  1.73  1.03  0.000
H  -2.10  -1.47  -1.71  0.000
H  0.65  1.80  -1.29  0.000
N  0.93  -4.53  1.18  -0.005
C  1.23  -3.43  1.07  -0.001
C  1.65  -2.05  0.96  -0.010
C  2.51  -1.67  -0.07  0.015
C  2.93  -0.34  -0.16  0.031
C  2.51  0.56  0.80  0.346
C  1.65  0.20  1.82  0.033
C  1.20  -1.11  1.89  0.015
H  2.83  -2.40  -0.80  0.003
H  3.56  -0.04  -0.98  0.004
H  1.32  0.93  2.55  0.004
H  0.51  -1.41  2.67  0.002

=====

(3)
Computed, not measured: a single C4H10O molecule, with ωB97M-V with the def2-TZVPD basis set.

Values from the calculation:
F_max	0.0402	Eh/bohr
SMILES string	COC(C)C
energy relative to the best compared isomer or geometry (same formula, charge and spin)	55.4	kcal per mole
HOMO-LUMO gap	10.12	eV
HOMO level	-0.3315	Ha
E	-233.5567	a.u.
multiplicity	1

Each line ends with the Mulliken charge.
CARTESIAN COORDINATES (ANGSTROEM)
C  -0.59  1.59  0.59  -0.798
O  0.41  0.75  0.16  -0.339
C  -0.02  -0.58  -0.08  0.228
C  -0.12  -0.23  -1.68  -0.954
C  0.91  -1.37  0.95  -1.037
H  -0.22  2.61  0.46  0.228
H  -0.77  1.37  1.64  0.304
H  -1.54  1.49  0.04  0.354
H  -1.04  -0.77  0.34  0.254
H  0.78  -0.52  -2.22  0.321
H  -0.20  0.87  -1.88  0.264
H  -1.01  -0.65  -2.13  0.298
H  0.61  -2.39  1.24  0.337
H  0.85  -0.77  1.89  0.245
H  1.97  -1.39  0.67  0.296